Entry 1:
54
Properties=species:S:1:pos:R:3 method="wB97M-V/def2-TZVPD" total_charge=-1 s_squared=8.894 homo_lumo_gap_ev="4.60 / 7.43" homo_energy_ev="-2.34 / -4.69" total_energy_ev=-88253.656 lumo_ev="2.3 / 2.7" multiplicity=6
Mn 0.2419 -0.3227 0.2184
C 1.7988 3.6049 0.7742
C 1.6202 2.1939 0.2798
N 0.3654 1.7288 -0.0128
N -0.6111 2.6148 0.1537
C -1.7653 2.5054 -0.4349
S -2.1519 1.5483 -1.8516
S -3.0305 3.5805 0.1892
C -3.1310 2.9568 1.9021
C -2.0430 3.4191 2.8307
C -1.1017 2.5153 3.3085
C -0.0952 2.9284 4.1697
C -0.0130 4.2569 4.5596
C -0.9465 5.1695 4.0816
C -1.9529 4.7505 3.2259
C 2.7981 1.3988 0.0388
C 4.0620 1.8796 0.4649
C 5.2445 1.2329 0.1654
C 5.2196 0.0593 -0.5844
C 4.0031 -0.4652 -0.9865
C 2.7951 0.1531 -0.6713
O 1.6564 -0.4197 -1.0396
H 0.8654 4.1544 0.7010
H 2.5676 4.1132 0.1882
H 2.1154 3.6407 1.8228
H -3.1334 1.8696 1.8318
H -4.1119 3.2823 2.2547
H -1.1408 1.4818 2.9877
H 0.6318 2.2090 4.5255
H 0.7746 4.5819 5.2278
H -0.8842 6.2110 4.3718
H -2.6724 5.4652 2.8427
H 4.1053 2.7882 1.0483
H 6.1839 1.6427 0.5149
H 6.1405 -0.4524 -0.8354
H 3.9487 -1.3904 -1.5461
C -2.8460 -3.0986 0.0901
C -1.6160 -2.2696 0.3472
N -1.5655 -1.0197 0.1155
O -3.3279 0.4984 -1.3605
C -0.4035 -2.9340 0.9186
C -0.2318 -4.3559 1.3265
N 0.5510 -2.0588 1.0214
O 1.6923 -2.2771 1.5777
H -3.6446 -2.4635 -0.2857
H -3.1771 -3.5946 1.0061
H -2.6333 -3.8806 -0.6435
H -2.8106 -0.1988 -0.8586
H -1.1629 -4.7759 1.7076
H 0.5399 -4.4170 2.0924
H 0.0942 -4.9649 0.4783
O 1.0108 0.2046 2.4686
H 1.6954 0.8616 2.2754
H 1.4793 -0.6661 2.4181

Entry 2:
47
Properties=species:S:1:pos:R:3 method="wB97M-V/def2-TZVPD" total_charge=0 homo_lumo_gap_ev=9.57 smiles=CCN(Cc1ccccc1)Cc1nc(CCc2ccccc2)no1 homo_energy_ev=-8.70 total_energy_ev=-27630.491 lumo_ev=0.9 multiplicity=1
C -1.8899 0.6358 -2.7653
C -0.6794 -0.1569 -2.2851
N -1.0489 -1.1887 -1.3245
C 0.0405 -2.1418 -1.1171
C -0.3783 -3.2533 -0.1958
C -1.4334 -4.0869 -0.5495
C -1.8396 -5.1028 0.2961
C -1.1938 -5.2995 1.5060
C -0.1429 -4.4741 1.8660
C 0.2603 -3.4549 1.0200
C -1.5735 -0.6691 -0.0847
C -0.6218 0.1139 0.7608
N 0.6372 0.3587 0.5668
C 0.9864 1.1071 1.6553
C 2.3403 1.6877 1.8123
C 2.2977 3.1768 1.4160
C 1.6149 3.3305 0.0855
C 2.2861 3.0321 -1.0931
C 1.6378 3.1094 -2.3125
C 0.3064 3.4845 -2.3687
C -0.3719 3.7819 -1.1995
C 0.2789 3.7046 0.0190
N -0.0077 1.3007 2.4712
O -1.0685 0.6578 1.9002
H -2.2253 1.3491 -2.0170
H -1.6257 1.1919 -3.6606
H -2.7062 -0.0418 -3.0026
H 0.0813 0.5264 -1.8788
H -0.2420 -0.6750 -3.1424
H 0.2816 -2.5630 -2.0985
H 0.9388 -1.6438 -0.7246
H -1.9360 -3.9235 -1.4910
H -2.6607 -5.7448 0.0121
H -1.5095 -6.0937 2.1664
H 0.3628 -4.6218 2.8091
H 1.0783 -2.8080 1.3051
H -1.9349 -1.5097 0.5190
H -2.4364 -0.0328 -0.2988
H 3.0176 1.1444 1.1531
H 2.6704 1.5884 2.8465
H 1.7477 3.7272 2.1805
H 3.3188 3.5601 1.3711
H 3.3251 2.7369 -1.0541
H 2.1714 2.8735 -3.2218
H -0.2008 3.5454 -3.3202
H -1.4115 4.0752 -1.2359
H -0.2556 3.9325 0.9311

Entry 3:
47
Properties=species:S:1:pos:R:3 method="wB97M-V/def2-TZVPD" total_charge=0 homo_lumo_gap_ev=6.74 smiles="COC1=CC(c2ccc[nH]2)=N/C1=C/c1[nH]c(C)c2c1[C@H](C)CCC2" homo_energy_ev=-7.13 total_energy_ev=-27629.940 lumo_ev=-0.4 multiplicity=1
C 0.1172 -3.9083 0.6383
O -0.1028 -2.5031 0.7505
C 0.9938 -1.7233 1.0847
C 2.1842 -2.1248 1.6344
C 2.9250 -0.9336 2.0253
C 4.2269 -0.9626 2.6914
C 4.8865 -1.9972 3.2746
C 6.1050 -1.5292 3.8615
C 6.2343 -0.1948 3.5307
N 5.0437 0.1527 2.8527
N 2.3044 0.1634 1.6275
C 1.1042 -0.2729 1.0142
C 0.2238 0.6751 0.4649
C -1.0777 0.5198 -0.2320
N -1.9125 -0.5616 0.0216
C -2.9387 -0.5690 -0.8784
C -3.9338 -1.7260 -0.9862
C -2.8729 0.6016 -1.6036
C -1.6471 1.2998 -1.2138
C -1.1844 2.5836 -1.9001
C -1.3252 3.7563 -0.9388
C -1.9134 2.8713 -3.1969
C -3.3863 2.5182 -3.0970
C -3.6461 1.0605 -2.7687
H 0.7434 -4.0950 -0.2315
H 0.5616 -4.3475 1.5477
H -0.8212 -4.4264 0.4549
H 2.5717 -3.1098 1.8485
H 4.4958 -3.0086 3.2348
H 6.8144 -2.0906 4.4585
H 7.0953 0.4382 3.7731
H 4.8192 1.0698 2.4638
H 0.6549 1.6796 0.4295
H -1.6310 -1.3335 0.6419
H -3.4652 -2.5601 -1.4944
H -4.7603 -1.4610 -1.6153
H -4.2672 -1.9928 0.0142
H -0.1112 2.4303 -2.1161
H -0.6501 3.6041 -0.0962
H -2.3818 3.8464 -0.5746
H -0.9961 4.6837 -1.3723
H -1.7704 3.9031 -3.4771
H -1.4893 2.2588 -3.9862
H -3.8155 3.1708 -2.3464
H -3.9201 2.7426 -4.0275
H -4.7323 0.9245 -2.5541
H -3.3529 0.4773 -3.6321

Entry 4:
49
Properties=species:S:1:pos:R:3 method="wB97M-V/def2-TZVPD" total_charge=0 homo_lumo_gap_ev=9.44 smiles="Cc1ccnc(C)c1C(=O)NC[C@@H]1Cc2ccccc2CN1C(=O)CO" homo_energy_ev=-9.05 total_energy_ev=-31727.435 lumo_ev=0.4 multiplicity=1
C -2.6789 1.1624 3.1973
C -3.4777 1.1518 1.9216
C -4.8654 1.0876 1.9622
C -5.5752 1.0964 0.7769
N -5.0077 1.1712 -0.4239
C -3.6802 1.2467 -0.4857
C -3.0695 1.3464 -1.8544
C -2.8832 1.2308 0.6657
C -1.3955 1.3384 0.5098
O -0.8479 2.3401 0.0769
N -0.6928 0.2315 0.8585
C 0.7496 0.1922 0.7304
C 1.2024 0.1075 -0.7345
C 0.8246 -1.2158 -1.3896
C 1.6093 -2.3556 -0.8008
C 1.0794 -3.6414 -0.7369
C 1.8089 -4.6874 -0.1986
C 3.0857 -4.4497 0.2939
C 3.6131 -3.1714 0.2449
C 2.8866 -2.1174 -0.3021
C 3.5178 -0.7486 -0.3174
N 2.6395 0.2981 -0.8258
C 3.2205 1.5332 -0.9885
O 4.4098 1.6960 -0.8263
C 2.2910 2.6612 -1.4289
O 3.0502 3.8326 -1.6091
H -1.8381 1.8535 3.1357
H -3.3102 1.4629 4.0318
H -2.2756 0.1746 3.4283
H -5.3860 1.0397 2.9099
H -6.6588 1.0444 0.7860
H -2.6125 2.3250 -2.0006
H -2.2823 0.6018 -1.9953
H -3.8461 1.1914 -2.5984
H -1.1926 -0.5837 1.1688
H 1.1730 1.0940 1.1783
H 1.1194 -0.6661 1.2934
H 0.7105 0.9104 -1.2773
H -0.2475 -1.3966 -1.2861
H 1.0284 -1.1319 -2.4611
H 0.0801 -3.8209 -1.1182
H 1.3840 -5.6818 -0.1582
H 3.6664 -5.2580 0.7188
H 4.6066 -2.9839 0.6371
H 3.8618 -0.4981 0.6939
H 4.4161 -0.7564 -0.9359
H 1.8019 2.3623 -2.3658
H 1.5006 2.7947 -0.6834
H 2.4864 4.5857 -1.4170

Entry 5:
49
Properties=species:S:1:pos:R:3 method="wB97M-V/def2-TZVPD" total_charge=0 homo_lumo_gap_ev=7.93 smiles="COc1ccc(OCCCC(=O)NCCc2nc3ccccc3[nH]2)cc1" homo_energy_ev=-7.39 total_energy_ev=-31709.544 lumo_ev=0.5 multiplicity=1
C -5.4639 -0.4122 -0.1881
O -4.3576 -0.3168 -1.2896
C -3.1912 -0.7832 -0.9304
C -2.8294 -1.3176 0.2150
C -1.5861 -1.5516 0.6799
C -0.6776 -1.5356 -0.2152
O 0.6372 -1.6291 -0.3376
C 1.2456 -2.3023 0.9204
C 2.7331 -2.3737 0.9527
C 3.7061 -1.4472 1.1530
C 3.8114 -0.3225 0.0551
O 4.7995 0.7095 0.0086
N 3.0247 -0.3586 -0.9847
C 2.9570 0.6428 -2.0355
C 2.5867 2.0167 -1.5860
C 1.4201 2.1125 -1.1665
N 0.2863 2.1374 -1.3482
C -0.5820 1.8212 -0.2266
C -1.9304 2.3002 -0.1116
C -2.5731 1.9578 1.2985
C -1.6551 1.6757 2.3634
C -0.3087 1.6950 2.1224
C 0.1859 1.7172 0.7806
N 1.5299 1.7455 0.4443
C -1.0004 -0.9957 -1.7841
C -2.3420 -0.6675 -2.0135
H -6.2724 -0.0927 -0.7738
H -5.5389 -1.5622 0.1767
H -5.2494 0.3717 0.4375
H -3.4792 -1.3023 1.2224
H -1.1057 -1.8179 1.6196
H 1.0156 -1.4581 1.7929
H 0.5663 -2.9476 1.2957
H 2.8727 -2.9616 -0.1754
H 2.8703 -3.2234 1.8206
H 4.5342 -1.6036 1.5318
H 3.2915 -0.7642 2.0256
H 2.1848 -0.9936 -1.1169
H 4.0869 0.7155 -2.5326
H 2.4833 0.1001 -2.8047
H 2.4501 2.6104 -2.6335
H 3.3486 2.5354 -1.0864
H -2.5913 2.3694 -0.6673
H -3.5312 2.1111 1.1633
H -2.1062 1.8085 3.3016
H 0.2719 1.3147 3.0348
H 2.3280 1.4650 0.9273
H -0.2965 -0.7658 -2.4241
H -2.5593 -0.4269 -2.9116